Here is 6 unconnected molecules or ions with the total composition C12H18F3N3O15 at a distorted geometry from the OMol25 dataset. Energies are from the ωB97M-V functional and the def2-TZVPD basis.

```
51
C12H18F3N3O15 | the OMol25 dataset | the ωB97M-V functional and the def2-TZVPD basis
O -1.776 6.153 6.055
C -1.407 5.079 5.518
O -0.112 4.823 5.263
C 0.004 3.558 4.604
C -1.261 2.849 4.893
F -1.064 1.933 5.823
O -2.148 3.956 5.279
H 0.221 3.647 3.539
H 0.868 3.023 4.999
H -1.623 2.304 4.022
O 2.689 -0.933 1.755
C 2.287 -0.658 0.636
O 2.920 -0.670 -0.516
C 2.103 -0.047 -1.505
C 0.701 -0.319 -1.028
F 0.324 -1.529 -1.432
O 1.061 -0.229 0.340
H 2.326 1.019 -1.543
H 2.312 -0.439 -2.500
H 0.029 0.411 -1.480
O -4.628 0.840 -0.227
C -5.499 0.151 -0.788
O -5.729 0.010 -2.130
C -6.645 -1.042 -2.380
C -7.423 -0.881 -1.099
F -7.939 -2.048 -0.853
O -6.402 -0.605 -0.222
H -7.313 -0.866 -3.223
H -6.287 -2.071 -2.348
H -8.184 -0.101 -1.119
C -3.023 -2.787 2.553
N -4.017 -3.899 2.130
O -4.920 -4.122 2.912
O -3.790 -4.572 1.123
H -2.413 -2.643 1.662
H -2.387 -3.273 3.293
H -3.511 -1.912 2.982
C 8.229 -2.575 0.547
N 7.807 -4.034 0.508
O 6.932 -4.386 1.318
O 8.444 -4.885 -0.058
H 8.948 -2.409 -0.255
H 8.790 -2.346 1.453
H 7.341 -1.976 0.348
C 4.286 2.578 -7.032
N 2.748 2.746 -6.876
O 2.136 3.518 -7.638
O 2.106 1.915 -6.215
H 4.565 1.612 -6.610
H 4.766 3.335 -6.413
H 4.559 2.795 -8.065
```

net charge: 0
electronic energy: -56060.0917 eV
M: 501.276 g/mol

=====

Here is a single C5H8N2O2S molecule at a distorted geometry from the OMol25 dataset. Energies are from the ωB97M-V functional and the def2-TZVPD basis.

```
18
C5H8N2O2S | the OMol25 dataset | the ωB97M-V functional and the def2-TZVPD basis
C 4.082 0.655 -0.538
C 4.513 0.260 0.835
C -0.313 1.675 0.385
C 0.065 0.340 -0.245
C 1.177 -0.321 0.550
N 3.536 -0.480 -1.111
N 3.192 -1.539 -0.347
O 4.232 1.684 -1.094
O 1.607 -1.540 -0.034
S 3.948 -1.187 1.167
H -0.358 1.385 1.412
H 0.568 2.345 0.140
H -1.287 2.229 -0.064
H 0.320 0.383 -1.244
H -0.808 -0.329 -0.163
H 2.023 0.323 0.344
H 0.974 -0.513 1.570
H 3.295 -0.351 -2.096
```

net charge: 0
electronic energy: -23218.9600 eV
M: 160.198 g/mol

=====

Here is a single C3H6N4O molecule at a distorted geometry from the OMol25 dataset. Energies are from the ωB97M-V functional and the def2-TZVPD basis.

```
14
C3H6N4O | the OMol25 dataset | the ωB97M-V functional and the def2-TZVPD basis
H -0.353 0.137 3.137
N 0.043 0.589 2.329
C -0.140 -0.028 1.218
C -0.093 -1.399 0.666
C -0.219 -1.340 -0.656
N -0.349 -0.061 -1.061
N 0.656 0.099 -2.187
N 0.033 0.766 -0.011
O -0.603 2.090 -0.040
H -0.101 -2.342 1.109
H -0.164 -2.191 -1.310
H 1.555 0.502 -1.637
H 0.222 0.826 -2.603
H -0.486 2.352 1.046
```

net charge: 0
electronic energy: -11210.9176 eV
M: 114.108 g/mol